# C4H13N3O

2 unconnected molecules or ions with the total composition C4H13N3O (the ωB97M-V functional and the def2-TZVPD basis, the Open Molecules 2025 dataset).

Computed properties:
Net charge: 0
Gap between HOMO and LUMO: 0.36687 Ha
Largest force on an atom: 1.25 eV/Å
ΔE to the lowest compared entry with this formula, charge and spin: 21.9 kcal/mol
HOMO energy: -9.2 eV
Spin multiplicity: 1
Structure (SMILES): [H]/N=C(\N)NCCC.O
Total energy: -399.7124 hartree
LUMO energy: 0.0294 Eh

```
21
Properties=species:S:1:pos:R:3:forces:R:3
H 0.187 2.454 -2.339 -0.027 -0.518 0.221
N -0.294 1.601 -2.029 -0.328 0.679 -0.324
C -0.142 1.359 -0.790 0.201 -0.222 0.319
N 0.775 1.967 0.048 0.200 0.030 0.087
N -0.922 0.370 -0.184 0.004 -0.232 -0.388
C -0.285 -0.726 0.534 -0.072 -0.117 0.154
C -1.307 -1.623 1.236 0.214 -0.391 -1.163
C -1.935 -2.690 0.287 -0.083 0.659 0.745
H 0.773 1.785 1.037 -0.369 -0.023 0.013
H 1.016 2.915 -0.174 0.192 0.050 -0.169
H -1.528 0.007 -0.906 -0.148 0.010 -0.096
H 0.315 -1.375 -0.119 0.078 0.147 -0.162
H 0.407 -0.314 1.259 0.042 0.115 0.299
H -2.090 -1.006 1.648 -0.081 0.138 0.521
H -0.751 -2.158 1.989 -0.048 -0.036 0.583
H -2.940 -2.399 -0.023 0.174 0.042 -0.261
H -1.284 -2.826 -0.574 -0.138 -0.276 -0.134
H -2.055 -3.622 0.840 0.112 -0.100 -0.231
O 3.294 0.042 0.608 0.054 -0.187 -0.961
H 2.397 0.087 0.245 0.113 0.181 0.260
H 3.816 -0.033 -0.214 -0.091 0.053 0.685
```
Forces are in eV/Å.

---

# C4H13N3O2

A molecular structure, C4H13N3O2 (the ωB97M-V functional and the def2-TZVPD basis, the Open Molecules 2025 dataset).

Computed properties:
Net charge: 0
Gap between HOMO and LUMO: 0.33814 Ha
Largest force on an atom: 3.91 eV/Å
ΔE to the lowest compared entry with this formula, charge and spin: 76.6 kcal/mol
HOMO energy: -8.5 eV
Spin multiplicity: 1
Total energy: -474.8548 hartree
LUMO energy: 0.0270 Eh

```
22
Properties=species:S:1:pos:R:3:forces:R:3
C 0.086 -0.269 1.868 -2.524 1.460 -0.387
C -1.362 1.206 -0.200 -0.213 -0.404 0.755
C 1.012 1.451 -0.107 0.083 -0.351 0.076
N -0.101 0.520 0.085 0.999 -1.081 1.994
O 1.138 0.042 2.654 0.680 0.371 -1.404
H 1.900 -0.453 2.308 -0.070 -0.080 0.201
H -0.796 0.242 2.241 0.072 0.293 0.168
H -0.125 -1.333 1.873 0.341 0.074 -1.275
H -1.435 1.512 -1.256 0.298 -0.137 0.181
H 1.030 1.882 -1.117 -0.242 -0.236 0.015
H -2.203 0.544 0.003 0.096 -0.029 -0.019
H -1.465 2.102 0.419 -0.029 0.095 -0.040
H 0.943 2.302 0.576 0.105 -0.106 0.162
H 1.952 0.916 0.029 -0.021 0.054 0.126
C 0.189 -1.170 -0.740 2.229 -3.120 0.745
N -1.093 -1.774 -0.645 -1.808 0.087 -0.403
N 0.531 -0.803 -2.077 -0.864 0.697 -0.087
O 1.125 -1.726 -0.046 -1.031 1.531 -0.707
H -1.362 -2.430 0.080 1.181 0.495 0.384
H 1.532 -0.687 -2.175 -0.078 -0.108 0.299
H -1.564 -2.146 -1.462 0.672 0.754 -0.397
H 0.068 0.073 -2.310 0.124 -0.258 -0.384
```
Forces are in eV/Å.

---

# C4H13N3O2

2 unconnected molecules or ions with the total composition C4H13N3O2 (the ωB97M-V functional and the def2-TZVPD basis, the Open Molecules 2025 dataset).

Computed properties:
Net charge: 0
Gap between HOMO and LUMO: 0.36760 Ha
Largest force on an atom: 2.34 eV/Å
ΔE to the lowest compared entry with this formula, charge and spin: 79.3 kcal/mol
HOMO energy: -9.3 eV
Spin multiplicity: 1
Structure (SMILES): CC(=O)NO.CN(C)N
Total energy: -474.8505 hartree
LUMO energy: 0.0263 Eh

```
22
Properties=species:S:1:pos:R:3:forces:R:3
C 2.754 0.013 -0.504 -0.460 0.418 0.122
C 1.661 -0.828 0.098 0.948 -1.821 1.130
O 1.620 -1.185 1.286 0.357 0.687 -1.261
N 0.996 -1.630 -0.814 -0.585 -0.039 -0.157
O 0.493 -1.095 -2.005 0.113 0.131 -0.049
H 2.948 0.870 0.133 0.015 0.101 0.002
H 3.661 -0.586 -0.556 -0.047 -0.135 0.030
H 2.474 0.320 -1.509 0.105 0.084 0.001
H 0.357 -2.302 -0.402 0.022 0.190 0.054
H -0.308 -0.593 -1.756 0.138 -0.187 0.242
C -1.396 -0.573 1.235 1.856 -0.782 0.520
N -1.279 0.260 0.064 1.455 1.504 -0.616
C -2.337 1.260 -0.002 -0.075 -0.159 -0.152
N 0.059 0.926 0.087 -1.476 -0.420 0.138
H -1.689 -0.014 2.130 -0.130 0.088 0.038
H -0.355 -1.008 1.438 -1.695 0.363 -0.149
H -2.110 -1.365 1.034 -0.149 -0.091 0.116
H -3.290 0.734 -0.094 -0.018 0.095 0.039
H -2.371 1.909 0.887 0.060 -0.098 -0.039
H -2.198 1.878 -0.890 -0.058 0.007 0.025
H 0.154 1.537 0.903 -0.184 -0.022 -0.169
H 0.156 1.471 -0.764 -0.193 0.085 0.135
```
Forces are in eV/Å.

---

# C4H13N3P2

C4H13N3P2 in the gas phase (the ωB97M-V functional and the def2-TZVPD basis, the Open Molecules 2025 dataset).

Computed properties:
Net charge: 0
Gap between HOMO and LUMO: 0.23662 Ha
Largest force on an atom: 2.62 eV/Å
ΔE to the lowest compared entry with this formula, charge and spin: 87.8 kcal/mol
HOMO energy: -7.0 eV
Spin multiplicity: 1
Total energy: -1007.0303 hartree
LUMO energy: -0.0220 Eh

```
22
Properties=species:S:1:pos:R:3:forces:R:3
C 2.624 -0.502 -0.341 1.033 -0.926 0.605
C 1.867 -1.580 0.525 -1.121 0.394 1.839
C -2.872 0.100 -0.883 0.477 1.452 1.583
C -0.831 1.547 -0.433 -1.063 -1.187 0.747
N 2.155 -0.157 -1.605 -1.383 -1.245 -0.988
N 0.430 -1.191 0.803 0.959 0.701 0.547
N -1.492 0.161 -0.453 2.245 1.103 -0.011
P -0.483 -1.229 -0.563 -0.498 1.674 -1.003
P 0.046 -0.730 2.429 0.444 -1.645 0.367
H 2.609 0.424 0.251 0.476 -0.303 0.375
H 3.648 -1.019 -0.366 -0.766 1.046 0.172
H 1.609 -2.489 0.006 1.532 -0.750 -0.535
H 2.415 -1.723 1.541 -1.015 -0.108 -1.748
H -3.517 0.861 -0.403 0.638 -0.047 -0.098
H -3.028 0.145 -1.906 -0.147 0.204 -2.223
H -3.215 -0.795 -0.512 -1.210 -2.259 0.541
H -1.568 2.281 -0.090 0.034 -0.249 0.287
H 0.019 1.519 0.243 -0.036 0.026 -0.007
H -0.492 1.910 -1.385 0.218 -0.378 -0.766
H 2.514 -0.845 -2.312 -0.702 0.552 0.839
H -1.361 -0.765 2.470 -0.130 -0.203 -0.421
H 0.050 0.600 2.320 0.014 2.147 -0.103
```
Forces are in eV/Å.

---

# C4H13N4

2 unconnected molecules or ions with the total composition C4H13N4 (the ωB97M-V functional and the def2-TZVPD basis, the Open Molecules 2025 dataset).

Computed properties:
Net charge: 0
Gap between HOMO and LUMO (alpha / beta): 0.12914 / 0.35087 Ha
Largest force on an atom: 2.95 eV/Å
ΔE to the lowest compared entry with this formula, charge and spin: 67.1 kcal/mol
HOMO energy (alpha / beta): -2.8 / -9.1 eV
⟨S²⟩: 0.750
Spin multiplicity: 2
Total energy: -379.0346 hartree
LUMO energy (alpha / beta): 0.0246 / 0.0181 Eh

```
21
Properties=species:S:1:pos:R:3:forces:R:3
C -0.042 0.865 2.799 0.095 0.356 0.052
C -0.124 0.892 1.459 -0.040 0.366 1.114
N 1.061 0.532 0.692 -2.677 -0.085 -1.231
N -0.936 1.396 3.690 -1.054 0.176 -0.816
H 0.860 0.483 3.284 -0.252 0.183 -0.314
H -0.966 1.239 0.889 -0.023 0.194 0.129
H 1.696 1.288 0.548 1.073 1.382 -0.294
H 1.523 -0.178 1.212 1.365 -1.765 0.488
H 0.689 0.179 -0.238 0.696 -0.250 0.699
H -1.905 1.580 3.455 0.466 -0.007 -0.400
H -0.848 1.231 4.655 0.505 -0.443 0.954
C 1.191 -0.789 -3.135 0.676 0.347 1.401
N -0.846 -0.833 -0.915 -0.281 0.825 -0.540
C -1.025 -1.328 -2.253 2.092 -0.290 -2.022
N -0.146 -1.346 -3.207 -2.431 0.098 1.559
H 1.248 0.161 -3.726 -0.150 -0.862 0.425
H 1.905 -1.520 -3.565 -0.470 0.441 0.079
H 1.556 -0.569 -2.072 -0.468 -0.180 -1.330
H -1.534 -0.080 -0.864 0.218 0.479 0.011
H -1.315 -1.483 -0.311 0.125 -0.819 0.655
H -2.043 -1.721 -2.397 0.535 -0.146 -0.619
```
Forces are in eV/Å.

---

# C4H13N4

2 unconnected molecules or ions with the total composition C4H13N4 (the ωB97M-V functional and the def2-TZVPD basis, the Open Molecules 2025 dataset).

Computed properties:
Net charge: +1
Gap between HOMO and LUMO: 0.37596 Ha
Largest force on an atom: 2.26 eV/Å
ΔE to the lowest compared entry with this formula, charge and spin: 24.1 kcal/mol
HOMO energy: -13.3 eV
Spin multiplicity: 1
Total energy: -378.9974 hartree
LUMO energy: -0.1130 Eh

```
21
Properties=species:S:1:pos:R:3:forces:R:3
C -0.307 2.561 0.740 0.767 0.377 -0.218
C -0.945 2.021 -0.500 -0.460 0.854 0.409
C -2.076 2.512 -0.992 -0.275 -2.108 0.221
N -0.218 0.910 -1.122 1.419 1.749 0.208
H -0.928 3.383 1.134 0.392 -0.466 -0.093
H -0.109 1.813 1.526 -0.224 0.165 -0.373
H 0.674 2.981 0.431 -0.364 -0.049 0.454
H -2.656 1.988 -1.760 0.485 0.570 -0.157
H -2.635 3.132 -0.323 -0.119 0.738 -0.136
H -0.230 0.097 -0.486 0.364 -1.467 0.673
H 0.807 1.118 -1.261 -1.237 -0.017 0.142
H -0.603 0.657 -1.998 -0.569 -0.369 -1.200
N 0.660 -3.661 0.936 -1.312 1.343 0.756
C 0.888 -2.378 0.439 -0.363 1.005 0.346
N 2.189 -2.172 0.033 0.157 0.109 -1.612
N 0.053 -1.346 0.385 0.841 -1.876 0.057
H -0.150 -3.712 1.594 0.943 -0.038 -1.008
H 1.484 -4.033 1.381 0.165 -0.253 -0.020
H 2.670 -2.964 -0.434 -0.582 0.693 0.678
H 2.254 -1.323 -0.555 0.161 -0.830 0.731
H -0.822 -1.583 0.832 -0.188 -0.132 0.144
```
Forces are in eV/Å.